A:
# C5H10MgO3

C5H10MgO3 as an isolated structure (ωB97M-V with the def2-TZVPD basis set, the OMol25 dataset).

Its highest occupied orbital energy is -7.82 eV. The value obtained for the HOMO-LUMO gap is 8.07 eV. As for the multiplicity: 1. Its LUMO energy is 0.2 eV.

```
19
C5H10MgO3 ωB97M-V with the def2-TZVPD basis set
C -0.1101 -3.7181 -0.4783
H 1.5459 2.7892 -0.4547
H 0.8623 2.5384 1.8937
O 0.2876 -1.4148 -0.9003
H -0.0693 3.3490 -1.0068
H -0.5681 -3.5590 0.5011
H -2.0127 1.5064 2.1920
C 0.5423 2.4672 -0.7708
H 0.6588 -2.9092 -2.2633
C -0.9371 1.4391 2.4574
H -0.8404 1.8531 3.4796
H -0.6687 3.3378 1.4003
H 0.0079 -4.7387 -0.8428
C -0.1635 2.3678 1.5256
O -0.0788 1.7094 0.2542
Mg 0.0654 -0.3071 0.5985
O -0.4724 0.1323 2.3707
C 0.2960 -2.6851 -1.2444
H 0.6195 1.8253 -1.6555
```

Results of the natural (NBO) charge analysis, in e, for atoms 1 through 4: -0.59, 0.18, 0.17, -1.05

B:
# C5H10MgO3

C5H10MgO3 as an isolated structure (ωB97M-V with the def2-TZVPD basis set, the OMol25 dataset).

Its highest occupied orbital energy is -5.31 eV. The value obtained for the HOMO-LUMO gap is 5.87 eV. As for the multiplicity: 1. Its LUMO energy is 0.6 eV.

```
19
C5H10MgO3 ωB97M-V with the def2-TZVPD basis set
C -0.0774 -0.1620 -0.1582
H 1.9203 0.4613 -2.6196
O -0.3265 -1.1101 0.5757
H -2.6338 1.6931 -0.0488
H -2.5605 1.9346 2.4519
H -0.9374 1.2021 2.4799
O -0.7791 0.9374 -0.2198
Mg 0.4496 -3.1138 0.9167
H 1.3485 2.4520 -0.3354
H 2.8976 1.5775 -0.5967
H -1.1950 2.7815 1.6812
O 0.8803 -0.2269 -1.0473
C 1.2732 0.9051 -1.8556
H 0.3755 1.2968 -2.3478
C 2.0000 1.9819 -1.0827
H -2.4277 0.1122 0.7447
C -1.6365 1.7949 1.8756
C -1.9675 1.0923 0.5793
H 2.3223 2.7623 -1.7855
```

Results of the natural (NBO) charge analysis, in e, for atoms 1 through 4: 1.03, 0.21, -0.78, 0.20

It is A that is most stable; the runner-up trails by 0.0471 hartree.

A:
# C21H20N4O3

The molecule C21H20N4O3 (ωB97M-V with the def2-TZVPD basis set, the OMol25 dataset).

Its highest occupied orbital energy is -8.33 eV. The SMILES is Cc1cccc(NC(=O)c2ccc(N[C@H](C)c3ccccc3)c([N+](=O)[O-])c2)n1. The value obtained for the HOMO-LUMO gap is 7.82 eV. As for the multiplicity: 1. Its LUMO energy is -0.5 eV.

```
48
C21H20N4O3 ωB97M-V with the def2-TZVPD basis set
C 4.5036 -0.6135 2.6537
H -2.9834 -0.7841 0.7190
H 1.2090 -1.7231 0.8846
H -1.0971 -1.5474 0.2473
H -7.5357 -3.3341 0.7558
H -4.9733 1.2877 -1.6253
N 2.9707 0.2710 1.0215
O -2.7985 1.6406 -1.3017
C -6.5353 -1.4659 0.5027
H 6.5334 -0.9075 1.1171
C -4.7036 -0.2632 -0.1631
H 5.1409 0.2600 2.5403
C 1.1184 1.6109 0.2560
C 1.6907 0.3638 0.6443
C -2.4663 0.7634 -0.5333
C -1.0510 0.5851 -0.1042
H 3.5025 1.1387 0.9625
H -7.8335 -2.1690 2.0435
C -7.0748 -2.5614 1.3687
H 7.8469 -1.4446 -0.8665
H -0.6202 2.6439 -0.4301
H 3.0769 -1.7478 1.5351
H 3.7899 -0.4136 3.4498
O 3.0479 2.8085 0.5316
H -6.2694 -2.9988 1.9510
H -7.4236 0.8461 -1.7908
C 6.7691 -1.4927 -0.9148
H 2.9368 -1.6470 -1.0727
N -5.2350 -1.2268 0.5846
H 4.2627 -2.1833 -3.0632
H 6.7300 -2.0867 -2.9709
N 1.8569 2.8216 0.2195
C -5.4478 0.5185 -1.0419
C 6.1443 -1.8522 -2.0948
H 5.1105 -1.4678 2.9404
C 6.0213 -1.1877 0.2108
C 4.7616 -1.9066 -2.1464
C 4.6360 -1.2461 0.1703
C -6.8056 0.2639 -1.1231
C 4.0157 -1.6062 -1.0225
C 0.8213 -0.7527 0.6195
C -7.3639 -0.7373 -0.3458
C -0.2226 1.6882 -0.1210
O 1.2864 3.8388 -0.1183
N -3.3322 -0.1351 0.0265
H -8.4198 -0.9547 -0.3905
C 3.7503 -0.9033 1.3581
C -0.4968 -0.6493 0.2685
```

Results of the natural (NBO) charge analysis, in e, for atoms 1 through 4: -0.61, 0.41, 0.22, 0.21

B:
# C21H20N4O3

The molecule C21H20N4O3 (ωB97M-V with the def2-TZVPD basis set, the OMol25 dataset).

Its highest occupied orbital energy is -7.93 eV. The SMILES is COc1ccc(-c2c3c(=O)n(C)c(=O)n(C)c3cn2Cc2cccnc2)cc1. The value obtained for the HOMO-LUMO gap is 8.47 eV. As for the multiplicity: 1. Its LUMO energy is 0.5 eV.

```
48
C21H20N4O3 ωB97M-V with the def2-TZVPD basis set
H -1.5439 -5.5263 1.0215
C 1.2113 2.9832 -2.6579
C -0.7801 0.7486 0.8647
H -0.0556 1.5053 2.7423
C -1.8096 0.8323 -0.0655
H 0.3958 3.5188 -3.1180
N -0.6008 -3.8153 0.2732
C 1.1477 2.5952 -1.3304
N 1.7268 -3.4543 0.1929
N 3.3773 2.0143 -2.8669
C 2.3617 -1.0526 0.4779
H 3.5646 -3.4846 -0.7984
C -4.9137 3.6157 0.5657
O 0.8522 -5.5303 -0.0101
H 3.0277 -5.0234 -0.0751
H 3.6504 -3.7166 0.9649
H -1.8022 0.1762 -0.9214
C 0.6782 -4.3383 0.1426
C -0.8158 1.5888 1.9783
C 2.1777 1.4107 0.6467
H 3.1862 1.3677 1.0665
C 2.2225 1.9088 -0.7769
H -2.6099 -4.2687 0.3285
H -1.6361 -5.3278 -0.7349
C 3.3118 1.6471 -1.6010
H -5.4688 2.6740 0.5140
H -4.5980 3.9082 -0.4412
H -5.5567 4.3910 0.9793
C 3.0787 -3.9450 0.0636
C -0.9619 -2.4777 0.4501
H 4.1799 1.1202 -1.2246
C 2.3500 2.6649 -3.3837
C -2.8620 2.5874 1.1936
C 0.2913 -0.2252 0.6784
C 0.1817 -1.6000 0.4898
H 2.4491 2.9422 -4.4246
N 1.6138 0.0798 0.6804
C -1.6677 -4.8003 0.2182
H -3.6221 1.7733 -0.6517
H 1.5622 2.0791 1.2510
C 1.4990 -2.1115 0.3705
C -1.8378 2.4976 2.1386
C -2.8400 1.7406 0.0898
H 0.2776 2.8191 -0.7295
O -2.1272 -2.1489 0.5494
O -3.8186 3.5211 1.4445
H 3.4302 -1.0098 0.4351
H -1.8769 3.1458 2.9999
```

Results of the natural (NBO) charge analysis, in e, for atoms 1 through 4: 0.21, -0.25, -0.16, 0.22

It is B that is most stable; the runner-up trails by 0.0900 hartree.

A:
# H39O19

A 19-piece molecular cluster, H39O19 overall (ωB97M-V with the def2-TZVPD basis set, the OMol25 dataset).

Its highest occupied orbital energy is -13.57 eV. The value obtained for the HOMO-LUMO gap is 10.21 eV. The charge is +1. As for the multiplicity: 1. Its LUMO energy is -3.4 eV.

```
58
H39O19 ωB97M-V with the def2-TZVPD basis set
H -3.2831 1.4064 -3.4197
O -1.2311 2.8159 -0.4312
O -1.0581 -1.2912 1.8350
H 2.2438 2.9072 1.7429
H -0.0523 2.2889 2.2542
H -3.7108 -0.3166 -1.8937
O -2.6761 2.0515 -3.1530
O -4.6019 -1.7693 -0.5224
H 2.9022 0.1617 -2.3370
H 2.7121 1.9820 -0.3867
H 3.8186 -0.3101 -1.1076
O 2.1441 2.7611 -0.3101
H -3.0154 0.8442 0.7897
H 2.2011 0.8512 -3.5730
H 1.9866 2.9062 -1.3446
H 3.2543 0.7589 1.2693
H 0.4820 -1.7810 -1.2165
H -1.9820 2.0969 -0.6615
H 4.7673 1.2861 0.8324
O 4.1016 0.5899 0.6978
H -1.2135 1.3989 -2.7767
H -2.5668 -1.3305 3.8909
O -2.5647 0.7949 1.4831
O 0.4614 -0.8803 -0.8054
O -0.9912 2.5289 2.0047
O 0.2909 -4.0303 -1.6179
H -0.2416 -3.8092 3.5627
H 0.2278 1.9075 -2.9341
H -3.6898 -0.3639 3.3639
H -1.2309 -2.9192 -1.4968
O -1.5797 -2.1622 -2.1187
H 4.9721 -1.2401 -1.3138
H 0.6224 -3.5415 2.4516
H -0.2258 -1.0605 1.6396
H -5.0242 -1.7703 0.3221
H -0.3726 2.3697 -0.7779
H -3.9412 -2.3792 -0.7252
H 4.5603 -0.7317 1.5904
O 0.2280 -3.1800 3.1433
O 4.6643 -0.2892 -1.4170
H -2.8700 3.0315 -3.1307
H -1.1848 -1.3968 -1.6781
O 1.6625 2.2429 2.1875
H 0.1702 -0.4051 -1.5465
O -2.9310 0.2148 -1.5303
O 2.5143 -0.0800 -3.1627
H 0.9357 -3.7579 -2.1850
H 0.6564 -4.1693 -0.7725
H 2.2235 1.4053 2.1817
O 4.5563 -0.9385 2.5363
H 3.6234 -0.8748 2.8123
O -2.7455 -0.4216 3.7904
O -0.3270 1.3156 -2.4156
H -2.0793 -0.1659 1.4113
H -1.1134 1.4428 2.0134
H -0.9256 -1.4848 2.8027
H -0.7620 2.6117 0.9629
H -2.2111 -0.0326 -2.1658
```

Results of the natural (NBO) charge analysis, in e, for atoms 1 through 4: 0.51, -0.96, -0.91, 0.52

B:
# H39O19

A 19-piece molecular cluster, H39O19 overall (ωB97M-V with the def2-TZVPD basis set, the OMol25 dataset).

Its highest occupied orbital energy is -13.41 eV. The value obtained for the HOMO-LUMO gap is 10.46 eV. The charge is +1. As for the multiplicity: 1. Its LUMO energy is -2.9 eV.

```
58
H39O19 ωB97M-V with the def2-TZVPD basis set
H 3.4570 -2.4809 -0.5191
H -1.0655 -2.4508 -2.1192
H 2.8587 -0.2734 -1.3774
H 1.0707 -1.3069 -4.5998
H 1.8222 -0.1538 -0.2613
H -2.4003 2.1554 -4.0315
H 1.7701 -3.2287 -2.1571
H 1.4243 2.0929 1.6235
O -0.0612 -0.5051 1.6559
O 0.8764 2.7569 2.0249
H -2.7722 -2.6153 3.6341
O 1.1282 4.5776 0.1143
H 0.2624 5.0879 -0.2314
H 0.9120 -3.9479 1.6449
O 1.8912 0.2450 2.4364
H -1.3291 -1.4837 -3.2115
O 2.0677 -1.5281 -4.3753
H -1.4250 0.3009 -0.2010
O -2.8943 -1.9384 3.0523
H -1.8046 2.1325 1.2133
O -1.7215 -2.1766 -2.7645
H -1.7909 1.1863 -1.2787
O 1.0276 -3.2481 -1.4265
O -1.4987 1.9931 2.1277
H 4.6511 -1.7320 -1.2551
H 0.8696 3.4602 1.3877
H 2.4055 0.9768 2.7335
H 0.5515 -1.1979 1.4042
H -0.2639 1.2585 -3.3792
H -4.0389 -0.9565 -0.7511
H 0.0437 0.0002 -2.4877
H 2.5528 -0.7716 -4.4949
O -0.1649 -1.6704 4.3624
H -0.0844 -0.6090 2.5583
O -3.6515 -0.7093 -1.5321
H -0.3826 2.3417 2.1509
H -4.7226 1.9690 1.2725
O 3.1649 1.9945 0.8882
H -3.7513 0.9991 1.0879
O 2.1321 0.2672 -1.0688
H 3.2675 1.0820 0.3976
O 4.0518 -2.5346 -1.1564
H 0.1418 -1.3850 5.1083
H 1.4395 -0.2585 3.1770
H 2.9993 2.8028 0.3935
O -0.4556 0.3215 -3.1680
H -2.8716 -1.2798 -1.6586
H -2.4921 3.3147 -3.2645
H 1.1922 4.2823 -0.7761
O -1.4117 1.3011 -0.3506
H -2.8451 -2.2607 2.1965
O 1.1903 -2.9096 1.8393
O -4.1260 1.6942 0.6399
O -1.9833 2.6493 -3.5379
H 1.3026 -3.7350 -0.7389
H -0.6575 -2.3571 4.2416
H -1.3048 1.1345 1.7664
H 1.4461 -2.6732 1.0413
```

Results of the natural (NBO) charge analysis, in e, for atoms 1 through 4: 0.45, 0.48, 0.48, 0.49

It is B that is most stable; the runner-up trails by 0.0155 hartree.

A:
# C3H10NO4

A 3-piece molecular cluster, C3H10NO4 overall (ωB97M-V with the def2-TZVPD basis set, the OMol25 dataset).

Its highest occupied orbital energy is -4.46 eV. The value obtained for the HOMO-LUMO gap is 8.32 eV. The charge is -1. As for the multiplicity: 1. Its LUMO energy is 3.9 eV.

```
18
C3H10NO4 ωB97M-V with the def2-TZVPD basis set
O 0.1313 -2.8524 0.9732
H 1.8147 -1.7193 1.2355
C 1.0453 1.3166 -0.3800
O -0.2656 1.3306 -0.8443
H 1.3788 2.3358 -0.1946
H 1.6415 0.7032 -1.0837
H -1.5488 1.0155 -0.2476
H -2.8033 0.8351 -0.8595
C 0.7349 -1.8038 1.0792
O -2.5287 0.7426 0.0713
N 0.1373 -0.5608 1.0603
H -0.7464 -0.2439 -2.0588
C 1.0402 0.6111 1.0158
H -0.7200 -1.5879 -1.4206
O -1.1497 -1.1274 -2.1547
H -0.7429 -0.4718 0.5578
H 1.9983 0.2446 1.4416
H 0.5829 1.2324 1.8092
```

Results of the natural (NBO) charge analysis, in e, for atoms 1 through 4: -0.64, 0.08, -0.05, -0.97

B:
# C3H10NO4

A 3-piece molecular cluster, C3H10NO4 overall (ωB97M-V with the def2-TZVPD basis set, the OMol25 dataset).

Its highest occupied orbital energy is -4.19 eV. The value obtained for the HOMO-LUMO gap is 7.87 eV. The charge is -1. As for the multiplicity: 1. Its LUMO energy is 3.7 eV.

```
18
C3H10NO4 ωB97M-V with the def2-TZVPD basis set
H -0.6825 0.0423 -0.5447
H 1.2584 0.4495 0.9312
C 1.2546 -0.3777 0.2012
O -1.9076 -1.8097 0.3372
H -1.5507 1.3650 -2.0780
H -0.0975 -1.5266 3.6094
O 0.8682 -1.5471 0.6876
H -1.4211 -1.8723 1.1731
C -0.7771 2.1091 -1.8987
H -0.5290 2.7038 -2.7661
H -1.1279 -1.9043 -0.2349
H -1.1510 2.8541 -1.1862
H 2.2039 -0.3868 -0.3558
N 0.2667 0.1663 -0.8801
C 0.4660 1.4413 -1.3142
O 0.6638 -2.0069 3.2724
H 0.7359 -1.7394 2.3031
O 1.5268 2.0393 -1.2563
```

Results of the natural (NBO) charge analysis, in e, for atoms 1 through 4: 0.38, 0.09, 0.15, -0.98

C:
# C3H10NO4

A 3-piece molecular cluster, C3H10NO4 overall (ωB97M-V with the def2-TZVPD basis set, the OMol25 dataset).

Its highest occupied orbital energy is -4.35 eV. The value obtained for the HOMO-LUMO gap is 8.21 eV. The charge is -1. As for the multiplicity: 1. Its LUMO energy is 3.9 eV.

```
18
C3H10NO4 ωB97M-V with the def2-TZVPD basis set
O 0.7810 0.9121 3.0518
C 1.0557 0.0326 2.2491
H 1.1571 -1.0313 2.5403
H -0.2306 -2.3327 -0.6254
H -0.2476 2.3704 -1.3591
O 0.4706 1.7330 -1.4378
H 1.0672 1.1259 0.5474
H -2.2819 0.3760 -1.3607
H -0.7925 -1.1598 0.5474
H 1.7613 -0.4324 -0.9157
O -3.0990 0.8011 -0.9760
O -0.7964 -0.4864 -1.4011
C -0.2208 -1.2388 -0.4140
H -2.8539 0.8407 -0.0373
C 1.2281 -0.8266 -0.0557
N 1.3127 0.2239 0.9418
H 1.7409 -1.7489 0.2466
H -0.0521 0.8413 -1.5418
```

Results of the natural (NBO) charge analysis, in e, for atoms 1 through 4: -0.66, 0.53, 0.08, 0.11

D:
# C3H10NO4

A 3-piece molecular cluster, C3H10NO4 overall (ωB97M-V with the def2-TZVPD basis set, the OMol25 dataset).

Its highest occupied orbital energy is -4.03 eV. The value obtained for the HOMO-LUMO gap is 7.97 eV. The charge is -1. As for the multiplicity: 1. Its LUMO energy is 3.9 eV.

```
18
C3H10NO4 ωB97M-V with the def2-TZVPD basis set
H 0.9923 -0.0840 -4.6675
H 1.1568 -1.8269 1.9664
H 2.3022 0.7574 0.6224
O 0.4351 0.1588 -1.0175
O 0.0645 0.0471 -4.9284
H -0.5473 -0.1524 -4.2253
C 1.7322 -1.4900 1.0659
H -2.5546 0.8648 0.8251
O -3.5011 0.5469 1.0326
H 1.2992 -1.7938 0.1625
C 1.4461 0.1904 1.0623
H 2.7560 -1.6404 1.1612
O -0.9148 -0.0446 0.7412
H 0.5093 -0.0247 2.9306
N 1.1493 0.6176 2.4036
H 0.7228 1.4760 2.4017
H -3.4674 -0.2594 1.5399
C 0.1745 0.0821 0.1774
```

Results of the natural (NBO) charge analysis, in e, for atoms 1 through 4: 0.48, 0.19, 0.19, -0.79

It is B that is most stable; the runner-up trails by 0.0033 hartree.